ORCA calculation (ωB97M-V/def2-TZVPD) on one molecule with the formula C8H10N2O in a non-equilibrium geometry.

Each line ends with the natural charge from an NBO analysis.
Element x y z (Å)
O 2.0434 -0.2634 0.1720  -0.48
N -0.3151 0.6649 1.2117  -0.20
N -1.4573 1.2824 1.7596  -0.62
C -1.1795 1.0293 -1.0802  -0.22
C 1.0356 0.2193 -0.6861  0.33
C 1.7995 -0.9235 1.2462  0.14
C 0.4736 0.7017 -2.8960  -0.18
C -0.1804 0.6289 -0.0906  0.00
C 0.5352 -1.6078 1.4982  -0.69
C 1.4137 0.2740 -2.0245  -0.27
C -0.8368 1.0695 -2.3823  -0.24
H -2.2192 1.3100 -0.7279  0.22
H -1.5788 2.0503 1.1947  0.35
H 0.0792 -1.7973 0.5862  0.21
H -1.6340 1.3365 -2.9690  0.21
H -0.2324 -1.1369 2.0553  0.22
H 2.3308 -0.1689 -2.3196  0.24
H 2.6008 -0.6508 1.9328  0.16
H 0.6652 -2.5003 2.1595  0.21
H 0.6289 0.5718 -3.9698  0.22
H -1.3264 1.5457 2.8047  0.38

**Expectation value of S²**: 2.04
**HOMO-LUMO gap (alpha / beta)**: 0.24707 / 0.29693 Eh
**Max |F|**: 5.49 eV/Å
**Relative energy (zero: lowest compared OMol25 entry of this formula, charge and spin)**: 0.0 kcal per mole
**Molar mass**: 150.2 g mol⁻¹
**HOMO (alpha / beta)**: -5.75 / -8.99 eV
**2S+1**: 3
**DFT total energy**: -13480.189 eV